(1)
Molecular formula: C41H28NO7P
Method: DFT, wB97M-V/def2-TZVPD

- Charge: 0
- Total energy: -68068.1042 eV
- 2S+1: 1
- SMILES: C#CCc1c(C)ccc2c1C(=O)N(P(C)O)C2=O.O=C1c2ccccc2C(=O)c2ccccc21.O=C1c2ccccc2C(=O)c2ccccc21
- Orbital gap: 7.351 eV
- HOMO level: -8.6 eV

XYZ file:
```
78
Properties=species:S:1:pos:R:3:forces:R:3
C -1.90808 -1.28340 2.89682 -1.17 -0.70 -2.79
C 2.16027 -3.51612 -3.14093 -1.05 0.20 0.76
H 5.99509 -1.66655 -5.02086 -0.29 -0.14 0.11
C -4.08839 1.63328 5.59141 -2.32 -7.91 -5.45
C 2.86059 -1.15379 -2.79096 0.23 0.21 -0.05
C 4.21012 -2.58017 -4.20524 0.18 0.59 0.13
C 4.88917 -0.29373 -3.78479 -0.06 -0.38 -0.11
C 5.11326 -1.52764 -4.39757 -0.03 0.30 0.13
C 1.90499 5.59395 2.37721 0.57 0.34 -0.08
O -5.21772 1.34084 0.49412 -0.18 -0.69 -1.38
C 3.75887 -0.10444 -2.99005 -0.16 -0.28 0.01
H 1.18083 -7.99966 -3.84705 0.11 0.18 -0.03
H -3.19434 2.79110 3.55227 0.27 0.05 -0.20
C -4.32090 0.55506 4.68857 1.36 6.12 7.19
H -5.92814 2.05063 0.49512 1.11 -1.57 -0.35
C -3.58450 0.82500 -1.85556 1.75 0.13 0.58
H 4.65172 7.60947 2.44344 -0.14 -0.15 -0.05
C -4.21252 -1.61287 1.33770 3.34 -0.52 0.09
H -4.14574 2.44346 6.46682 0.23 -2.12 -2.76
H -1.90689 -0.85313 5.17759 1.58 -0.38 -1.69
H -4.50189 -1.80979 4.84283 -0.14 2.04 -1.42
C -0.24912 4.27106 2.68240 -0.50 -0.32 0.15
O 0.30711 6.12274 4.01508 0.21 -0.41 -0.53
C -1.94441 2.18856 1.90254 0.32 0.09 -0.15
C 1.83453 -7.15814 -4.06612 0.02 0.39 0.10
H -1.70305 4.64367 4.24391 0.21 -0.04 -0.25
C -1.43438 4.02632 3.38817 -0.17 -0.27 -0.13
H 4.60341 -6.37927 -5.88034 -0.16 0.21 0.21
C -4.39630 -2.24275 -1.14284 1.55 -2.79 -2.75
H -0.27789 -1.68846 4.44685 -1.80 1.42 -0.06
C 1.59017 -5.91461 -3.47941 0.05 -0.31 -0.13
H 0.21040 -1.68718 1.61496 -2.79 0.09 0.12
O 1.17685 -3.35618 -2.42851 0.44 -0.06 -0.30
O -6.88954 -2.01335 1.35312 7.59 2.41 -4.05
H -2.60423 1.38012 1.59518 0.07 0.14 0.04
C -0.97091 -1.67616 1.56866 -4.04 -0.05 -1.05
C 2.76088 6.62949 2.77449 0.28 0.02 -0.15
C -3.29364 -1.99395 0.03858 1.22 0.33 2.89
C 3.52481 -4.99915 -4.60652 -0.16 -0.63 -0.11
C 0.62886 5.38548 3.09142 -0.44 0.83 1.08
H 5.32128 6.08594 0.59957 -0.19 -0.03 0.08
H 3.57934 0.85995 -2.51991 -0.01 -0.19 -0.07
C 4.36069 5.95489 1.09280 -0.30 -0.23 -0.03
H 0.74335 -5.79561 -2.80535 0.25 0.15 -0.17
O -4.39236 -3.08112 -2.18210 -0.15 5.82 6.79
C -0.76155 2.42658 1.20109 -0.25 -0.05 0.21
C 0.09246 3.46402 1.59824 -0.47 -0.33 0.01
H -2.65934 0.37479 -1.28379 -1.70 0.79 -1.17
C -1.66038 -2.05497 0.09503 -2.93 0.97 3.83
C 2.43435 -4.83085 -3.75447 -0.17 -0.64 -0.05
C -4.58843 -0.95452 4.03897 0.44 1.21 -0.88
H -0.50600 1.79938 0.34862 0.09 0.22 0.19
N -5.50775 -1.29294 -0.71265 0.17 -2.28 0.94
H 2.47772 7.29563 3.58758 -0.08 -0.27 -0.17
C 3.50162 4.93360 0.68384 0.23 0.25 0.09
H 3.79835 4.27487 -0.13066 -0.24 0.09 0.21
O 1.65401 2.98465 -0.08937 -0.11 0.36 0.50
P -5.28247 0.44599 -1.03981 -1.12 2.55 -0.31
C -5.74106 -1.68122 0.76311 -2.77 -0.75 2.88
H -5.68099 -0.92434 3.57667 2.38 -0.14 1.09
H -1.05720 -2.35321 -0.86041 -1.12 0.65 2.11
H -3.45240 2.00858 -1.78271 -0.60 -2.57 -0.21
C 3.09307 -2.39831 -3.39083 0.14 0.60 0.11
H -3.54112 0.49169 -2.98564 -0.34 0.61 2.36
C -2.27709 2.98268 2.99961 0.24 0.38 0.01
C 3.75981 -6.24387 -5.20550 -0.19 -0.23 0.08
C 4.44584 -3.87634 -4.87180 1.21 -0.17 -0.95
H 5.59591 0.52034 -3.92965 -0.13 -0.16 0.01
H -0.64273 0.16641 4.22075 -1.12 -2.27 -0.03
C 1.35862 3.68506 0.87206 0.26 -0.84 -1.08
C -1.13917 -0.91166 4.29682 -0.25 0.46 -0.99
C -3.56574 -1.27344 2.80022 1.86 -0.95 -3.42
H 3.10034 -8.28698 -5.39695 -0.02 0.19 0.08
C 2.91397 -7.32031 -4.93410 0.15 0.35 0.01
C 3.98626 6.80776 2.13079 -0.33 -0.13 0.10
O 5.39744 -4.01926 -5.63089 -0.61 0.08 0.49
H 1.98339 -1.00034 -2.16485 0.18 -0.19 -0.17
C 2.26858 4.75669 1.32321 0.56 0.32 -0.03
```
Forces are in eV/Å.

***

(2)
Molecular formula: C14H10Cl4N2O6
Method: DFT, wB97M-V/def2-TZVPD

- Charge: 0
- Total energy: -80030.9637 eV
- 2S+1: 1
- Orbital gap: 7.053 eV
- HOMO level: -8.3 eV

XYZ file:
```
36
Properties=species:S:1:pos:R:3:forces:R:3
C -4.41444 0.98604 -2.25258 0.36 0.45 0.02
C -0.65412 -0.34834 0.49462 0.95 1.10 -0.81
C 2.39783 1.63451 2.46846 1.34 1.17 0.27
H 3.07916 2.29427 1.89298 -0.65 -0.56 0.43
O -1.32239 -1.15708 2.50062 -1.01 -1.02 0.87
H 0.10242 1.59815 -2.03019 0.13 -0.04 -0.09
C 2.91161 -1.81262 -2.91163 0.83 0.72 -0.40
H 3.45040 1.89693 4.32904 -0.12 0.01 -0.22
Cl -5.82991 0.51784 -3.22116 0.16 -0.19 0.93
Cl -3.36772 1.84553 -3.43500 0.39 -0.18 0.83
H -0.72346 0.01615 -2.17761 0.95 0.46 0.73
C -1.86651 -0.94493 -0.21682 -0.15 -0.67 1.54
N 1.25826 1.16028 0.42783 -2.49 -1.11 -1.46
H -1.55336 -1.68998 -0.95678 -0.12 0.43 -0.21
Cl 3.60666 -2.71977 -1.51492 -0.37 0.70 -0.52
N -0.50115 -0.48500 1.83888 -1.90 -0.47 -1.88
C 1.36302 1.01195 1.77895 -0.34 -1.22 1.58
C -3.74307 -0.18584 -1.50217 -0.81 -2.21 -0.40
C 0.28171 0.45500 -0.23467 -0.60 -1.07 0.66
O 0.65455 -2.11175 -2.42990 -0.53 0.65 0.45
H 3.55575 -0.94726 -3.16198 -0.06 -0.84 0.12
O -2.64215 0.14818 -0.78597 -0.25 0.08 -0.77
O 1.36904 0.06382 -2.42632 0.70 -1.19 0.35
O 1.95543 1.96764 -0.19318 1.50 1.14 -0.86
C 2.61164 1.43004 3.82012 -0.09 -0.43 -0.24
C 1.78376 0.53747 4.53290 -1.14 -0.62 -0.49
C 0.48701 0.14135 2.48918 2.39 1.60 0.84
C 1.52354 -1.29484 -2.55168 -1.12 -0.24 0.12
C 0.69601 -0.04937 3.88269 0.45 -0.02 0.41
Cl 2.79981 -2.92850 -4.32435 0.06 0.78 0.61
C 0.16695 0.54803 -1.75062 -0.06 -0.21 -0.29
H 0.02537 -0.69515 4.45871 0.24 0.20 -0.58
H 1.94479 0.22400 5.57882 0.06 0.62 -0.64
H -2.47340 -1.48422 0.54042 0.34 0.46 -0.48
O -4.25755 -1.28876 -1.52706 1.24 1.51 0.26
H -4.67547 1.66624 -1.42966 -0.25 0.20 -0.66
```
Forces are in eV/Å.

***

(3)
Molecular formula: C22H23InN5O5
Method: DFT, wB97M-V/def2-TZVPD

- Charge: +1
- Total energy: -46046.5967 eV
- 2S+1: 1
- Orbital gap: 7.562 eV
- HOMO level: -10.4 eV
- Energy above the lowest of the compared OMol25 structures with the same formula, charge and spin: 0.0 kJ/mol

XYZ file:
```
56
Properties=species:S:1:pos:R:3:forces:R:3
H -5.32710 -2.32915 -1.96873 0.08 0.02 0.00
C -1.52036 1.05856 2.12849 0.20 0.13 -0.11
C -3.42020 -2.47819 -2.95335 -0.04 -0.03 0.00
C -0.13880 -3.39392 2.08133 0.21 0.06 0.12
H -0.35514 -3.38247 3.14589 -0.11 -0.04 0.01
H -3.05928 1.15828 3.59382 0.02 0.02 -0.03
C -2.48991 -0.76003 -0.97358 0.03 0.04 0.17
H 3.41401 1.30387 0.06858 -0.02 -0.02 0.00
N -0.31249 1.48062 1.71311 -0.04 0.07 -0.01
O 0.75787 -2.65445 -2.81380 0.05 0.14 -0.02
C 0.83038 4.00059 -0.67685 0.04 0.08 0.09
H 0.21216 4.15191 0.20287 -0.11 -0.06 0.03
C -2.10359 1.55411 3.27882 0.00 0.02 0.12
C 4.57882 0.06125 -1.24428 0.05 -0.05 -0.06
C 0.71587 -2.17556 1.73252 0.09 0.42 0.00
H 2.68031 3.76853 0.41583 0.01 0.03 -0.01
C 4.50356 -0.94845 -2.19747 -0.01 0.05 0.06
C -1.44297 2.54478 3.98742 -0.03 -0.02 0.02
N -1.41335 -3.34856 1.30911 -0.22 0.09 0.09
H 2.32339 5.42036 -0.10487 0.02 -0.03 -0.02
H -1.42284 -2.42458 -3.73301 0.00 -0.01 0.03
H -4.49032 -0.78288 -0.22415 0.03 -0.03 -0.01
C 0.77053 -1.54738 -2.29529 -0.27 -0.06 0.04
H 5.40597 -1.33494 -2.65192 -0.01 0.00 -0.01
H -1.94516 -2.46563 1.49299 -0.04 0.02 0.09
C 2.13223 -0.94885 -1.94991 0.05 0.11 0.10
C -2.22094 0.01267 1.28603 -0.29 -0.42 0.10
O 0.68586 2.60295 -1.02898 0.04 -0.25 -0.12
C 3.26746 -1.46194 -2.54956 0.11 -0.04 -0.04
C -2.09288 -2.07749 -2.96135 0.02 0.03 0.02
O 0.12857 -1.45379 0.83637 0.44 -0.17 0.26
H 0.41118 -4.29887 1.84242 -0.07 -0.13 -0.04
N 2.21361 0.03270 -1.03498 0.00 -0.06 -0.01
H -1.88957 2.97096 4.87761 0.02 -0.03 -0.04
H 0.42052 4.60700 -1.48281 -0.07 -0.03 -0.04
C -0.19839 2.98144 3.55225 -0.03 0.01 0.06
C -3.82228 -1.16173 -0.98656 0.02 0.00 0.01
H 2.89591 4.23261 -1.28142 -0.02 0.01 0.03
H -2.01615 -4.13704 1.52543 -0.09 -0.11 0.00
H 5.52834 0.47482 -0.93474 -0.02 0.00 -0.01
H -3.77883 -3.14782 -3.72659 0.03 0.06 0.04
O -2.86638 -0.87056 1.88662 0.29 0.12 -0.26
C -4.28675 -2.02405 -1.96817 -0.01 0.00 0.01
N -1.99805 0.16513 -0.01049 0.14 0.06 -0.18
H -1.22121 -3.33976 0.30743 0.02 0.04 -0.13
H 1.02879 2.46988 -1.92221 0.00 0.04 0.02
In 0.16711 0.40680 -0.21185 -0.13 0.23 0.07
C -1.60525 -1.22177 -1.97217 0.02 -0.08 -0.05
H 0.35080 3.73990 4.09138 0.01 -0.01 -0.01
N -0.26566 -0.76963 -1.93048 0.10 0.11 -0.08
C 2.26949 4.37043 -0.39749 -0.01 -0.07 -0.03
C 0.34158 2.41247 2.41861 -0.01 -0.21 -0.03
O 1.77436 -1.99119 2.29510 -0.28 -0.03 -0.20
C 3.40961 0.52490 -0.68304 -0.16 -0.06 -0.04
H 3.15432 -2.25833 -3.27120 -0.02 0.01 0.02
H 1.33124 2.68146 2.07126 -0.04 0.02 -0.04
```
Forces are in eV/Å.

***

(4)
Molecular formula: C10H11N
Method: DFT, wB97M-V/def2-TZVPD

- Charge: 0
- Total energy: -12032.7004 eV
- 2S+1: 1
- SMILES: C1=C(c2ccccc2)N1.C=C
- Orbital gap (spin up / spin down): 7.752 / 7.751 eV
- HOMO level (spin up / spin down): -7.4 / -7.4 eV
- Energy above the lowest of the compared OMol25 structures with the same formula, charge and spin: 510.3 kJ/mol

XYZ file:
```
22
Properties=species:S:1:pos:R:3:forces:R:3
C -1.53110 -0.59835 1.56190 1.21 -1.12 -0.47
N 0.60928 -2.86244 1.20467 -2.49 -1.55 2.21
H -1.13749 -1.22826 2.30222 0.17 -0.35 1.59
C -1.01627 -0.95163 0.32626 -1.57 1.37 -1.66
H 1.34464 1.51318 -2.73812 1.05 0.41 -0.18
H -2.67949 0.75738 2.85369 0.83 -0.47 -2.61
H 2.14247 0.41169 0.10162 0.22 0.55 -1.34
H 0.32473 1.08486 -1.40831 0.14 0.48 0.55
C 0.09398 -1.77184 0.33383 1.51 -1.94 -1.67
H -3.07123 0.97222 -1.45660 -0.81 1.11 -1.96
C -2.33146 0.46933 1.75684 -1.71 1.31 2.39
C 1.36196 1.25428 -1.69200 -3.00 -0.71 -0.82
H 0.80177 -2.39917 2.08085 1.44 0.09 0.44
H -3.41837 1.99011 0.72492 -0.16 -0.08 -0.07
H -1.19512 -0.55189 -1.81353 0.60 -1.03 -1.67
H 3.27001 0.84240 -1.32207 2.45 -0.06 -0.42
C -2.78941 1.11501 0.63005 -0.29 -0.16 -1.55
C 1.18015 -2.37900 0.01018 0.43 1.64 -0.11
C -2.49374 0.61463 -0.68709 0.61 -0.68 3.48
C 2.31945 0.81233 -0.93654 -0.70 -0.51 2.17
C -1.57153 -0.41282 -0.85994 -0.60 1.65 2.64
H 2.14421 -2.52912 -0.37605 0.67 0.05 -0.96
```
Forces are in eV/Å.